# C9H14

A cluster of 2 separate species, C9H14 in total at a distorted geometry (the ωB97M-V functional and the def2-TZVPD basis, the Open Molecules 2025 dataset).

Calculated values
Energy above the lowest of the compared OMol25 structures with the same formula, charge and spin in kcal/mol: 9.1
HOMO-LUMO gap in eV: 10.04
E_LUMO in eV: 1.00
Total charge: 0
HOMO energy in eV: -9.04
SMILES: Cc1ccccc1.CC
Energy in eV: -9559.786

Element x y z (Å)
1 C 1.560 1.103 2.167
2 C 0.201 -2.028 0.474
3 C -1.166 -1.852 0.698
4 C 1.068 -1.078 0.966
5 C 0.599 0.066 1.629
6 C -1.644 -0.722 1.320
7 C -0.757 0.185 1.903
8 H 0.557 -2.859 -0.120
9 H -1.893 -2.561 0.329
10 H 2.145 -1.143 0.887
11 H -2.711 -0.627 1.466
12 H 1.727 1.868 1.420
13 H 2.540 0.641 2.323
14 H -1.156 0.887 2.619
15 H 1.258 1.516 3.123
16 C 0.192 1.180 -3.123
17 C -0.803 0.491 -2.171
18 H 1.143 0.662 -3.152
19 H -0.163 1.109 -4.150
20 H 0.357 2.236 -2.922
21 H -1.366 1.166 -1.525
22 H -0.205 -0.072 -1.458
23 H -1.485 -0.166 -2.702

***

# C9H14

A cluster of 2 separate species, C9H14 in total at a distorted geometry (the ωB97M-V functional and the def2-TZVPD basis, the Open Molecules 2025 dataset).

Calculated values
Energy above the lowest of the compared OMol25 structures with the same formula, charge and spin in kcal/mol: 37.2
HOMO-LUMO gap in eV: 10.08
E_LUMO in eV: 1.03
Total charge: 0
HOMO energy in eV: -9.05
SMILES: Cc1ccccc1.CC
Energy in eV: -9558.570

Element x y z (Å)
1 C -1.782 -0.461 1.457
2 C -0.102 1.074 0.413
3 C -1.429 0.615 0.451
4 C 0.258 1.703 -0.770
5 C -0.607 1.871 -1.870
6 C -2.290 0.917 -0.579
7 C -1.939 1.591 -1.792
8 H 0.705 0.849 1.115
9 H 1.258 2.058 -0.985
10 H -0.860 -0.754 1.996
11 H -2.125 -1.455 1.209
12 H -0.130 2.422 -2.716
13 H -3.298 0.502 -0.526
14 H -2.769 1.756 -2.458
15 H -2.508 -0.158 2.214
16 C 1.560 -1.725 0.138
17 C 2.978 -1.465 0.564
18 H 1.096 -2.170 -0.775
19 H 0.928 -2.256 0.882
20 H 1.120 -0.722 -0.066
21 H 3.077 -1.934 1.540
22 H 3.177 -0.416 0.709
23 H 3.683 -1.841 -0.153

***

Q: HOMO-LUMO gap of number 1 (C9H14)?
A: 10.04 eV

***

Q: energy above the lowest of the compared OMol25 structures with the same formula, charge and spin of number 1 (C9H14)?
A: 9.1 kcal/mol

***

Q: Which formula does entry 2 have?
A: C9H14

***

Please write out number 1 again, unchanged.
# C9H14

A cluster of 2 separate species, C9H14 in total at a distorted geometry (the ωB97M-V functional and the def2-TZVPD basis, the Open Molecules 2025 dataset).

Calculated values
Energy above the lowest of the compared OMol25 structures with the same formula, charge and spin in kcal/mol: 9.1
HOMO-LUMO gap in eV: 10.04
E_LUMO in eV: 1.00
Total charge: 0
HOMO energy in eV: -9.04
SMILES: Cc1ccccc1.CC
Energy in eV: -9559.786

Element x y z (Å)
1 C 1.560 1.103 2.167
2 C 0.201 -2.028 0.474
3 C -1.166 -1.852 0.698
4 C 1.068 -1.078 0.966
5 C 0.599 0.066 1.629
6 C -1.644 -0.722 1.320
7 C -0.757 0.185 1.903
8 H 0.557 -2.859 -0.120
9 H -1.893 -2.561 0.329
10 H 2.145 -1.143 0.887
11 H -2.711 -0.627 1.466
12 H 1.727 1.868 1.420
13 H 2.540 0.641 2.323
14 H -1.156 0.887 2.619
15 H 1.258 1.516 3.123
16 C 0.192 1.180 -3.123
17 C -0.803 0.491 -2.171
18 H 1.143 0.662 -3.152
19 H -0.163 1.109 -4.150
20 H 0.357 2.236 -2.922
21 H -1.366 1.166 -1.525
22 H -0.205 -0.072 -1.458
23 H -1.485 -0.166 -2.702